(1)
Formula: C10H19N3O4
Source: OMol25
Level of theory: the ωB97M-V functional and the def2-TZVPD basis

Computed properties:
**SMILES**: CC(C)C[C@H](NC(=O)[C@@H](N)CC(N)=O)C(=O)O
**Relative energy (zero: lowest compared OMol25 entry of this formula, charge and spin)**: 314.6 kJ/mol
**HOMO energy**: -9.471 eV
**LUMO level**: 0.00841 Eh
**Kohn-Sham gap**: 9.70 eV

Atoms and positions in Å:
C 2.25908 -1.74374 0.22470
C 1.05302 -1.24619 1.01274
C 3.44125 -0.73557 0.36935
C 3.06071 0.57904 -0.21480
C -1.42914 -0.92356 0.73612
C -2.54434 -1.55155 -0.13262
C -1.77937 0.62065 0.93144
C -1.45648 1.52496 -0.17226
C -2.79305 2.15147 -0.63265
C -0.43768 2.60703 0.34411
H 1.16974 -2.69160 -1.39438
H 2.80511 -2.86745 -1.53124
H 2.54409 -2.68069 0.74371
H 3.74627 -0.47724 1.32892
H 4.20498 -1.32356 -0.18263
H 1.78182 -0.18049 -1.53000
H 2.07878 1.41936 -1.94577
H -0.11620 -1.53803 -0.53229
H -1.47234 -1.23839 1.86652
H -2.77069 0.61835 1.18448
H -1.34402 1.06615 1.82857
H -0.84952 0.99721 -0.95078
H -3.09978 2.83788 0.16875
H -2.73981 2.55757 -1.58967
H -3.48455 1.27103 -0.55545
H 0.44939 2.02975 0.85038
H -0.94765 3.27557 0.97559
H -0.08230 3.28208 -0.41985
H -4.37321 -2.30019 0.07046
N 2.04861 -2.14360 -1.22455
N 2.25617 0.64342 -1.39695
N -0.06003 -1.02190 0.29960
O 1.25550 -0.91017 2.16578
O 3.69324 1.60939 0.19609
O -2.31398 -1.93818 -1.25459
O -3.75362 -1.57880 0.36314

Forces on atoms 1 to 3 (eV/Å):
0.3 -1.9 0.3
1.2 0.9 0.6
-2.0 -2.0 -2.6


(2)
Formula: C4H9N
Source: OMol25
Level of theory: the ωB97M-V functional and the def2-TZVPD basis

Computed properties:
**SMILES**: C/C=C/NC
**Relative energy (zero: lowest compared OMol25 entry of this formula, charge and spin)**: 79.3 kJ/mol
**HOMO energy**: -7.402 eV
**LUMO level**: 0.04325 Eh
**Kohn-Sham gap**: 8.58 eV

Atoms and positions in Å:
C -2.05151 -0.00332 1.38666
C -0.82232 -0.69827 0.80915
C -0.01059 -0.01264 -0.00252
N 1.12734 -0.43669 -0.62602
C 1.88917 0.44714 -1.49695
H -2.03673 0.17052 2.47098
H -2.13599 0.95484 0.88240
H -2.92228 -0.64581 1.27697
H -0.64216 -1.72738 1.08988
H -0.25012 1.01463 -0.25679
H 1.62414 -1.28894 -0.42881
H 2.95736 0.38845 -1.28814
H 1.57906 0.33189 -2.52912
H 1.69464 1.50557 -1.28769

Forces on atoms 1 to 3 (eV/Å):
0.6 -0.7 0.2
-0.5 0.8 0.4
-0.2 -0.6 0.3


(3)
Formula: C2H4N2OS
Source: OMol25
Level of theory: the ωB97M-V functional and the def2-TZVPD basis

Computed properties:
**SMILES**: [H]/N=C(/N)C(=O)S
**Relative energy (zero: lowest compared OMol25 entry of this formula, charge and spin)**: 239.7 kJ/mol
**HOMO energy**: -9.863 eV
**LUMO level**: -0.01317 Eh
**Kohn-Sham gap**: 9.50 eV

Atoms and positions in Å:
C 0.46249 0.16804 0.15015
C -0.69538 -0.62441 0.01877
H 1.85570 -1.55654 0.01571
H 2.35806 -0.05256 -0.21462
H -0.58986 1.60866 -0.24443
H -2.29518 1.36481 0.59167
N 1.64989 -0.57324 0.20644
N 0.47585 1.39012 -0.30645
O -0.87035 -1.75478 -0.24849
S -2.35123 0.02991 0.03124

Forces on atoms 1 to 3 (eV/Å):
4.2 0.6 -2.5
-4.7 0.8 0.9
-1.5 0.4 0.3


(4)
Formula: C13H14IN3OW
Source: OMol25
Level of theory: the ωB97M-V functional and the def2-TZVPD basis

Computed properties:
**Relative energy (zero: lowest compared OMol25 entry of this formula, charge and spin)**: 340.0 kJ/mol
**HOMO energy (alpha / beta)**: -15.435 / -15.972 eV
**LUMO level (alpha / beta)**: -0.31629 / -0.41428 Eh
**<S²>**: 2.008
**2S+1**: 3
**Kohn-Sham gap (alpha / beta)**: 6.83 / 4.70 eV
**Total charge**: +2

Atoms and positions in Å:
C 0.61682 -2.21140 2.72444
C -0.59674 -3.15581 -0.15365
H 1.33675 -1.46107 3.04342
H 0.96521 -3.26784 2.55609
H -0.36967 -2.29025 3.29284
H -0.13277 -3.00592 -1.07521
H -0.22528 -3.98032 0.48911
H -1.61787 -2.99694 0.10282
C 0.90399 1.39843 2.03775
C 1.27619 2.73671 2.10964
C 1.34004 3.49902 0.94201
C 1.00244 2.88336 -0.24777
H 0.86209 0.86596 3.02441
H 1.54442 3.27283 3.04417
H 1.63600 4.55073 0.86938
H 0.94637 3.35988 -1.22060
N 0.63220 0.77491 0.86561
C 0.65967 1.52718 -0.28692
C 0.19197 0.76087 -1.43343
N -0.20667 -0.56856 -1.21863
C -0.87166 -1.10575 -2.29497
C -0.58386 0.78189 -3.73977
C -1.03045 -0.51848 -3.54240
H -1.31976 -2.09138 -2.16793
H -1.53886 -1.06532 -4.35255
C 0.01101 1.42633 -2.66136
H 0.29789 2.49397 -2.70709
H -0.70188 1.32350 -4.69327
W 0.02715 -1.61318 0.88851
I 2.71368 -1.50052 0.11791
O -3.64113 0.12117 2.23919
C -2.59437 -0.25134 1.90735
N -1.53293 -0.69265 1.54092

Forces on atoms 1 to 3 (eV/Å):
-1.6 -1.2 0.5
0.9 -0.8 2.3
0.3 -0.5 0.8


(5)
Formula: C46H135B5CsFeLi2N5O7
Source: OMol25
Level of theory: the ωB97M-V functional and the def2-TZVPD basis

Computed properties:
**HOMO energy (alpha / beta)**: -7.971 / -7.666 eV
**LUMO level (alpha / beta)**: -0.00037 / -0.00062 Eh
**<S²>**: 6.009
**2S+1**: 5
**Kohn-Sham gap (alpha / beta)**: 7.96 / 7.65 eV

Atoms and positions in Å:
Fe -21.62719 -31.56519 -12.47827
Cs -19.65977 -34.10086 -8.94172
Li -23.16461 -35.48298 -11.49702
Li -22.82179 -27.98656 -13.27379
B -20.16464 -31.55289 -10.87882
H -19.75979 -32.33827 -11.49811
H -19.51431 -31.36714 -10.03811
H -20.13121 -30.65026 -11.46905
H -21.18005 -31.79721 -10.60776
B -20.52138 -31.23940 -14.32686
H -20.59103 -30.29382 -13.81182
H -20.01031 -31.94806 -13.69375
H -21.51704 -31.63850 -14.44359
H -19.98536 -31.11548 -15.25507
B -22.25135 -35.94026 -9.64037
H -22.72415 -34.98622 -9.46571
H -21.60426 -36.26539 -8.84048
H -22.99434 -36.69993 -9.82767
H -21.65464 -35.83597 -10.53328
B -23.01046 -29.93427 -12.30366
H -23.11189 -30.16443 -13.35293
H -23.66873 -29.13998 -11.98741
H -23.24217 -30.78715 -11.68466
H -21.99414 -29.63713 -12.09614
B -22.48446 -33.55436 -12.37486
H -21.41911 -33.44131 -12.50322
H -22.70308 -34.47917 -12.88590
H -22.66510 -33.65716 -11.31606
H -23.03115 -32.73760 -12.82013
C -18.77832 -35.62427 -5.71821
C -17.29556 -35.52754 -6.02707
N -16.91263 -34.41898 -6.95336
C -16.93227 -33.16909 -6.21864
C -17.29264 -31.93533 -7.02310
C -15.65916 -34.59956 -7.68873
C -15.81429 -35.71904 -8.77317
H -19.19184 -34.76114 -5.19655
H -18.98284 -36.39324 -4.97327
H -19.31062 -35.89036 -6.63142
H -16.81187 -35.48935 -5.05101
H -16.92575 -36.48757 -6.38715
H -17.68181 -33.20570 -5.42810
H -15.99493 -32.96201 -5.70232
H -17.12808 -31.05042 -6.40832
H -16.57847 -31.82344 -7.83891
H -18.31490 -31.97172 -7.39961
H -14.79292 -34.78586 -7.05390
H -15.33747 -33.68365 -8.18444
H -14.90129 -35.91572 -9.33517
H -16.59483 -35.44588 -9.48326
H -16.21789 -36.65804 -8.39437
C -16.00132 -37.90714 -13.11061
C -16.43923 -36.47295 -13.32540
N -16.66864 -36.15295 -14.77343
C -15.47015 -36.00360 -15.54246
C -14.60178 -34.79371 -15.19108
C -17.59587 -35.01774 -14.87706
C -18.11289 -34.80304 -16.32671
H -14.96182 -38.13449 -13.34695
H -16.71404 -38.60713 -13.54663
H -16.10424 -38.06820 -12.03750
H -17.37504 -36.33930 -12.78273
H -15.84402 -35.67535 -12.88080
H -15.70518 -35.93422 -16.60455
H -14.91262 -36.91582 -15.33008
H -13.74890 -34.81456 -15.86951
H -14.07311 -34.84648 -14.23934
H -15.13978 -33.84750 -15.24899
H -18.54150 -35.06186 -14.33675
H -17.18164 -34.09899 -14.46185
H -17.42548 -34.40599 -17.07364
H -18.53030 -35.73667 -16.70381
H -18.85347 -34.00682 -16.40185
C -24.88478 -36.15409 -14.21033
C -23.53015 -36.88499 -14.15370
N -23.18331 -37.21696 -12.76107
C -24.13112 -38.04716 -12.00736
C -24.68064 -39.30545 -12.66954
C -21.80723 -37.83461 -12.76789
C -20.68862 -36.91616 -13.22506
H -24.79174 -35.24328 -13.61882
H -25.74328 -36.72037 -13.84922
H -25.06743 -35.78349 -15.21899
H -23.57350 -37.75280 -14.81181
H -22.82023 -36.12407 -14.47789
H -23.64139 -38.34136 -11.07908
H -24.93630 -37.48669 -11.53234
H -23.94710 -39.95596 -13.14585
H -25.24359 -39.90396 -11.95333
H -25.38574 -38.98485 -13.43646
H -21.79731 -38.76651 -13.33317
H -21.64370 -38.16111 -11.74087
H -19.74438 -37.45426 -13.14167
H -20.63529 -35.99178 -12.64992
H -20.74586 -36.62289 -14.27331
C -17.14277 -28.57305 -9.61573
C -18.29127 -28.72564 -8.56206
N -18.32329 -27.63562 -7.61967
C -17.15530 -27.86117 -6.72620
C -16.85304 -26.55705 -5.90520
C -19.59022 -27.75760 -6.86448
C -20.80750 -27.26882 -7.71434
H -16.76108 -27.56020 -9.74434
H -17.45555 -28.96483 -10.58360
H -16.25734 -29.14076 -9.32968
H -19.14407 -28.66166 -9.23790
H -18.23909 -29.75073 -8.19524
H -17.37033 -28.70112 -6.06564
H -16.28749 -28.11583 -7.33460
H -17.68735 -26.28240 -5.25978
H -16.04224 -26.70880 -5.19267
H -16.50850 -25.73190 -6.52852
H -19.51881 -27.28863 -5.88312
H -19.79818 -28.78402 -6.56227
H -20.58009 -26.34996 -8.25479
H -21.73756 -27.01796 -7.20426
H -21.00209 -28.00914 -8.49033
C -18.81427 -26.67244 -11.99670
C -20.02500 -27.39299 -12.61737
N -21.31873 -26.71823 -12.40549
C -21.36963 -25.39877 -13.11244
C -21.07997 -25.55708 -14.60534
C -21.69086 -26.68544 -10.98449
C -23.15077 -26.21332 -10.76582
H -18.73671 -25.68073 -12.44233
H -17.84325 -27.14361 -12.14905
H -18.90884 -26.52222 -10.92125
H -19.80662 -27.50947 -13.67889
H -20.06524 -28.39021 -12.17917
H -22.36051 -24.95013 -13.04186
H -20.75259 -24.61846 -12.66692
H -21.51594 -26.45252 -15.04828
H -21.60888 -24.72613 -15.07214
H -20.03171 -25.54617 -14.90387
H -21.07169 -25.96720 -10.44704
H -21.47326 -27.64062 -10.50658
H -23.45600 -25.28627 -11.25112
H -23.35403 -26.13398 -9.69787
H -23.82473 -27.01682 -11.06291
C -13.48003 -31.52589 -10.13874
O -14.75249 -31.15428 -9.67952
H -13.43291 -31.75311 -11.20375
H -12.71438 -30.75059 -10.11055
H -13.12190 -32.37443 -9.55579
H -15.39035 -31.67540 -10.17263
C -17.17858 -33.02636 -12.11040
O -17.16053 -32.28694 -10.88797
H -17.70492 -32.50616 -12.91069
H -16.18191 -33.31133 -12.44740
H -17.68016 -33.98744 -11.99711
H -17.99126 -31.80688 -10.85598
C -22.01278 -29.06665 -16.44343
O -21.90143 -28.92281 -15.02242
H -22.04087 -30.10371 -16.77782
H -22.91632 -28.59580 -16.83076
H -21.19677 -28.65789 -17.03940
H -21.23843 -29.58247 -14.80592
C -19.11821 -38.17742 -9.98562
O -19.25665 -36.76226 -10.12443
H -19.24792 -38.45140 -8.93861
H -19.74054 -38.83338 -10.59432
H -18.06327 -38.39935 -10.14675
H -20.19307 -36.60381 -10.26451
C -17.18420 -29.60680 -13.89136
C -15.82707 -29.88678 -13.25768
C -15.04236 -30.60816 -14.32829
O -15.80673 -30.44130 -15.57058
C -17.19022 -30.41590 -15.17871
H -17.26151 -28.55373 -14.16181
H -18.05376 -29.93125 -13.31978
H -15.74844 -30.31339 -12.25771
H -15.33995 -28.92470 -13.09888
H -14.93898 -31.67551 -14.13294
H -14.03130 -30.23607 -14.49383
H -17.55281 -31.43787 -15.06821
H -17.88329 -29.92055 -15.85871
C -23.85145 -31.05695 -8.51373
C -22.65525 -30.17572 -8.52593
C -21.72645 -30.83000 -7.52222
O -22.13278 -32.21373 -7.52038
C -23.17600 -32.46866 -8.44063
H -24.51852 -31.04997 -9.37575
H -24.45045 -30.79769 -7.64076
H -22.84392 -29.13986 -8.24401
H -22.17855 -30.21541 -9.50536
H -21.98971 -30.52061 -6.51074
H -20.69048 -30.59392 -7.76541
H -23.77863 -33.31428 -8.10915
H -22.75686 -32.63934 -9.43222
C -27.10848 -33.41159 -10.97451
C -27.26020 -34.51226 -9.95581
C -25.89925 -35.08248 -9.64749
O -25.15099 -34.78923 -10.84651
C -25.57880 -33.51054 -11.32882
H -27.40162 -32.45143 -10.54993
H -27.65046 -33.59177 -11.90289
H -27.96573 -35.26125 -10.31547
H -27.72394 -34.07181 -9.07317
H -25.89595 -36.16759 -9.54439
H -25.43472 -34.68223 -8.74633
H -25.40278 -33.38996 -12.39774
H -24.97928 -32.79495 -10.76615

Forces on atoms 1 to 3 (eV/Å):
0.2 -0.3 -0.1
-0.1 0.3 0.0
-0.5 -0.1 0.2


(6)
Formula: C2HClF4S
Source: OMol25
Level of theory: the ωB97M-V functional and the def2-TZVPD basis

Computed properties:
**Relative energy (zero: lowest compared OMol25 entry of this formula, charge and spin)**: 313.4 kJ/mol
**HOMO energy (alpha / beta)**: -8.980 / -8.439 eV
**LUMO level (alpha / beta)**: -0.02085 / -0.08643 Eh
**Kohn-Sham gap (alpha / beta)**: 8.41 / 6.09 eV

Atoms and positions in Å:
C 0.30157 0.22078 0.26793
C 0.15800 1.64410 1.06179
F 1.53647 -0.23801 0.38283
F -0.62659 -0.70050 0.68482
F 0.87928 2.06185 2.05364
F -1.08077 1.96269 1.16156
S 2.73276 1.95650 -1.58123
Cl 1.60569 3.04397 -0.32936
H 0.15512 0.59252 -0.75942

Forces on atoms 1 to 3 (eV/Å):
-0.3 2.6 0.8
1.2 -2.0 -1.6
0.2 -0.5 0.4


Number 1: calculated total energy -23337.484 eV. Number 2: calculated total energy -5782.990 eV. Number 3: calculated total energy -18000.175 eV. Number 4: calculated total energy -30133.015 eV. Number 5: calculated total energy -110391.091 eV. Number 6: calculated total energy -36313.912 eV.